The following is a quantum chemistry calculation of C5H7NO in the gas phase, from the OMol25 dataset.

Each line ends with the Mulliken charge.
Atoms and positions in Å:
1 C -1.56372 0.02107 0.43527  -1.284
2 C -0.45844 0.44634 -0.59442  0.613
3 C 0.65702 1.23043 0.05765  -0.687
4 C 1.58418 0.35498 0.45470  -0.370
5 N 1.27009 -0.93995 0.00339  -0.082
6 C 0.18781 -0.91030 -0.85964  -0.028
7 O -0.23635 -1.83352 -1.51961  -0.605
8 H -2.56531 0.17034 0.02690  0.324
9 H -1.45388 0.56724 1.37683  0.332
10 H -1.47934 -1.04954 0.66618  0.336
11 H -0.89433 0.91082 -1.48227  0.455
12 H 0.70652 2.30691 0.17447  0.387
13 H 2.49169 0.51488 1.02473  0.418
14 H 1.75405 -1.78970 0.23584  0.192

Values from the calculation:
2S+1: 1
Frontier orbital gap: 9.62 eV
SMILES string: C[C@H]1C=CNC1=O
Total charge: 0
HOMO: -0.3179 Ha



The following is a quantum chemistry calculation of C2H3N3O3 in the gas phase, from the OMol25 dataset.

Each line ends with the Mulliken charge.
Atoms and positions in Å:
1 C -0.51975 0.10806 0.19918  0.614
2 C 1.96775 -0.48478 -0.18378  0.119
3 H -3.46018 -0.06046 -0.21507  0.385
4 H 0.14815 1.97720 0.14112  0.321
5 H 3.04164 -0.63252 -0.30630  0.367
6 N -1.69992 0.48958 -0.11026  -0.497
7 N 0.44656 1.07911 0.50214  -0.232
8 N 1.24485 -1.50153 0.12982  -0.285
9 O -2.62108 -0.56508 -0.13308  -0.368
10 O 1.60621 0.76704 -0.27766  -0.225
11 O -0.15423 -1.17661 0.25389  -0.198

Values from the calculation:
2S+1: 1
Frontier orbital gap: 10.15 eV
SMILES string: O/N=C1/NOC=NO1
Total charge: 0
HOMO: -0.3460 Ha



The following is a quantum chemistry calculation of a molecular structure, C33H73N4O12P2Rb, from the OMol25 dataset.

Each line ends with the Mulliken charge.
Atoms and positions in Å:
1 Rb 0.44401 -0.09154 -0.31740  0.169
2 C -3.92272 3.50828 -3.36099  -2.016
3 C -3.44590 3.00999 -1.98919  0.551
4 C -4.42954 1.98232 -1.42395  -1.867
5 C -4.54559 1.89400 0.10862  2.398
6 C -4.86042 3.25811 0.72584  -1.986
7 C -5.67327 0.89839 0.40136  -2.045
8 N -3.25657 1.35929 0.68848  3.860
9 C -3.37873 0.89580 2.09335  -1.383
10 C -2.08484 0.45381 2.77783  -1.493
11 N -0.90594 1.31211 2.69148  1.767
12 C 0.21372 0.55925 3.29694  -0.897
13 C 0.81663 -0.59675 2.46602  -0.605
14 O 0.13796 -1.62940 2.28957  -0.563
15 O 1.99239 -0.40816 2.07103  -0.388
16 C -0.97326 2.60635 3.41022  0.434
17 C -2.35444 3.23857 3.51691  -2.137
18 C 0.07461 3.57316 2.82824  -2.013
19 C -0.22854 4.45313 1.59398  1.569
20 C -1.12522 5.65437 1.92967  -2.021
21 C 1.14993 4.99341 1.15174  -1.781
22 N -0.87179 3.64231 0.53602  1.811
23 C -1.09752 4.41303 -0.69163  -1.044
24 C -1.08630 3.56035 -1.94576  -1.389
25 N -2.07329 2.48309 -1.97138  1.566
26 C -1.79467 1.59246 -3.11266  -0.947
27 C -0.61205 0.63874 -2.81979  -0.384
28 O 0.54087 1.09336 -2.89197  -0.884
29 O -0.92085 -0.54496 -2.51473  -0.371
30 H -4.83346 4.09699 -3.24352  0.495
31 H -4.13235 2.68092 -4.03970  0.370
32 H -3.16978 4.14865 -3.82298  0.341
33 H -3.45122 3.87553 -1.32660  0.116
34 H -4.18425 0.98953 -1.80732  0.171
35 H -5.42717 2.23003 -1.79212  0.569
36 H -5.61362 3.76521 0.12201  0.387
37 H -3.97283 3.89233 0.76670  0.224
38 H -5.25867 3.16190 1.73609  0.508
39 H -6.55704 1.17972 -0.17007  0.515
40 H -5.96020 0.88892 1.45221  0.394
41 H -5.37936 -0.10873 0.09944  0.325
42 H -2.98649 0.49625 0.10551  -0.275
43 H -2.49985 2.05792 0.59567  -1.641
44 H -4.01222 0.01088 2.08727  0.557
45 H -3.88818 1.66519 2.66246  0.656
46 H -1.77641 -0.50752 2.36427  0.549
47 H -2.36531 0.26593 3.82984  0.172
48 H -0.09941 0.14301 4.26988  0.271
49 H 1.04152 1.23697 3.47866  0.636
50 H -0.66275 2.42415 4.45244  0.657
51 H -2.78162 3.43452 2.53682  0.166
52 H -2.25236 4.18636 4.04598  0.483
53 H -3.02566 2.61584 4.10927  0.547
54 H 0.94882 2.97539 2.55915  0.513
55 H 0.38346 4.25054 3.62888  0.497
56 H -0.80367 6.11154 2.86627  0.379
57 H -2.17203 5.36890 2.02418  0.420
58 H -1.05279 6.41273 1.14922  0.384
59 H 1.73186 5.29460 2.02499  0.421
60 H 1.06843 5.86935 0.50679  0.474
61 H 1.70714 4.22592 0.61146  0.237
62 H -0.23390 2.87690 0.32103  -0.781
63 H -0.31951 5.16642 -0.85335  0.678
64 H -2.04166 4.95677 -0.58712  0.376
65 H -0.10782 3.09973 -2.03816  0.131
66 H -1.20504 4.23602 -2.80890  0.234
67 H -1.55094 2.17035 -4.01568  0.378
68 H -2.66594 0.97484 -3.32180  0.634
69 C 3.53747 -4.03598 -3.62255  -1.103
70 C 4.22691 -3.14829 -2.60433  0.822
71 C 5.42598 -2.42861 -3.20113  -1.533
72 O 3.28605 -2.14946 -2.14473  0.220
73 P 3.23013 -1.56078 -0.67935  0.275
74 O 2.77698 -0.17046 -0.72929  -0.512
75 C 2.31995 -2.76003 0.34939  0.961
76 P 0.65891 -3.32648 -0.08981  -0.348
77 O -0.46922 -2.40058 -0.23900  -1.030
78 O 0.23860 -4.44311 0.96660  -0.347
79 C 1.00280 -5.40096 1.71633  0.369
80 C 1.74646 -4.74535 2.88017  -1.140
81 C 1.92449 -6.24830 0.84513  -1.002
82 O 0.92741 -4.13816 -1.45434  0.448
83 C -0.23166 -4.51419 -2.25109  0.553
84 C -0.17332 -6.01134 -2.50243  -1.444
85 C -0.25160 -3.71182 -3.53882  -1.086
86 O 4.74548 -1.76675 -0.20834  -0.389
87 C 5.41139 -1.20260 0.94786  0.536
88 C 5.01299 -1.94221 2.21717  -1.100
89 C 5.19603 0.29611 1.08668  -1.241
90 H 4.22139 -4.81885 -3.95233  0.470
91 H 3.23138 -3.43880 -4.48302  0.346
92 H 2.65695 -4.48862 -3.17915  -0.090
93 H 4.55806 -3.75111 -1.75241  0.232
94 H 5.09319 -1.77425 -4.00779  0.297
95 H 6.14027 -3.15148 -3.59648  0.430
96 H 5.91154 -1.81910 -2.44009  0.274
97 H 2.20918 -2.29013 1.33162  -0.537
98 H 2.95827 -3.63949 0.42525  0.466
99 H 0.22957 -6.04648 2.13458  0.429
100 H 2.74279 -4.41136 2.58986  0.190
101 H 1.85637 -5.46327 3.69290  0.554
102 H 1.17811 -3.88525 3.23804  0.120
103 H 2.58890 -5.61824 0.25325  0.143
104 H 1.35680 -6.87401 0.15811  0.250
105 H 2.52804 -6.89521 1.48256  0.457
106 H -1.13309 -4.27860 -1.68407  0.441
107 H 0.75803 -6.27804 -3.00625  0.206
108 H -1.01137 -6.31047 -3.13188  0.422
109 H -0.23368 -6.56435 -1.56488  0.322
110 H 0.59062 -3.97408 -4.18026  0.238
111 H -0.22557 -2.64554 -3.31537  0.007
112 H -1.17717 -3.92498 -4.07635  0.455
113 H 6.46504 -1.40130 0.73934  0.317
114 H 4.00761 -1.64681 2.52414  -0.016
115 H 5.70328 -1.68005 3.01943  0.606
116 H 5.05259 -3.02300 2.06698  0.267
117 H 4.16123 0.49984 1.36000  0.081
118 H 5.42384 0.80583 0.15018  0.298
119 H 5.85095 0.68314 1.86818  0.519
120 O 2.19169 2.58426 -1.18149  -0.622
121 H 2.75998 1.84263 -0.92791  0.305
122 H 1.74098 2.21083 -1.95917  0.315
123 O -2.74614 -0.95977 -0.71367  -0.618
124 H -2.18535 -1.59100 -0.22664  0.318
125 H -2.16291 -0.79691 -1.51636  0.121

Values from the calculation:
2S+1: 1
Frontier orbital gap: 8.59 eV
Total charge: 0
HOMO: -0.3048 Ha